1:
{"formula": "C9H9N3O2", "method": "ωB97M-V/def2-TZVPD", "elements": ["O", "O", "N", "N", "N", "C", "C", "C", "C", "C", "C", "C", "C", "C", "H", "H", "H", "H", "H", "H", "H", "H", "H"], "positions_angstrom": [[2.29778, 2.70960, 0.02840], [4.09498, -1.52993, -0.02698], [0.94695, 0.95098, -0.12663], [3.28757, 0.56852, 0.33442], [-1.94823, -0.13800, 1.63300], [-2.58206, 0.79764, 0.97950], [1.70534, -1.22864, 0.20429], [-1.54491, -1.16916, 0.78453], [-2.86136, 0.90621, -0.40317], [-1.69787, -1.12977, -0.59623], [-2.40697, -0.13299, -1.21395], [2.19754, 1.44647, 0.14900], [3.15864, -0.74638, 0.15477], [0.70759, -0.36769, -0.12795], [-0.31541, -0.52272, -0.44763], [-2.41062, -0.12458, -2.24737], [1.82305, -2.44863, 0.54410], [4.10535, 1.12460, 0.23696], [-2.91405, 1.60505, 1.65581], [-1.11989, -2.03993, 1.23179], [0.29164, 1.78537, -0.60428], [-1.21292, -1.86751, -1.30944], [-3.60216, 1.55150, -0.83295]], "lowdin_charge": [0.00, 0.04, 0.10, 0.21, 0.10, -0.18, 0.03, -0.13, -0.04, -0.18, -0.07, -0.43, -0.49, -0.16, 0.01, 0.09, 0.19, 0.16, 0.11, 0.11, 0.26, 0.16, 0.10], "total_charge": 0, "lumo_energy_ha": -0.0054, "smiles": "O=c1cc[nH]c(=O)[nH]1.c1ccncc1", "spin_multiplicity": 1}

2:
{"formula": "C9H9N3O2", "method": "ωB97M-V/def2-TZVPD", "elements": ["O", "O", "N", "N", "N", "C", "C", "C", "C", "C", "C", "C", "C", "C", "H", "H", "H", "H", "H", "H", "H", "H", "H"], "positions_angstrom": [[2.03390, -0.49350, -0.63226], [2.03853, 1.75081, -0.23997], [-1.95125, -0.46859, -0.09511], [-4.61690, 0.72526, 0.04048], [-0.93920, 1.57533, -0.22374], [-3.11662, -1.20349, -0.07207], [1.50361, 0.73583, -0.40663], [-0.58197, -0.65856, -0.14852], [-2.13308, 0.97337, -0.21012], [-0.02659, 0.50298, -0.22783], [-4.34549, -0.61252, -0.05969], [3.51647, -0.48232, -0.55704], [3.96228, 0.03815, 0.83156], [-3.40455, 1.45036, -0.05699], [3.38775, -0.32066, 1.69718], [3.98646, 0.02667, -1.41225], [-3.68667, 2.45491, 0.11267], [-5.21310, -1.34306, 0.10228], [3.67221, -1.51257, -0.70612], [-0.26295, -1.60191, 0.32449], [-2.90150, -2.31637, -0.08324], [4.17224, 1.11370, 0.94892], [4.90640, -0.33381, 1.07402]], "lowdin_charge": [-0.03, 0.17, 0.01, 0.08, 0.18, -0.06, -0.46, -0.03, -0.25, -0.17, -0.19, -0.14, -0.07, -0.03, 0.09, 0.13, 0.10, 0.12, 0.10, 0.16, 0.14, 0.08, 0.04], "total_charge": 0, "lumo_energy_ha": -0.0101, "smiles": "CCOC(=O)c1cn2ccncc2n1", "spin_multiplicity": 1}

Verdict on stability: 1 comes out at the bottom.

1:
{"formula": "C17H22ClN3O2", "method": "ωB97M-V/def2-TZVPD", "elements": ["Cl", "O", "O", "N", "N", "N", "C", "C", "C", "C", "C", "C", "C", "C", "C", "C", "C", "C", "C", "C", "C", "C", "C", "H", "H", "H", "H", "H", "H", "H", "H", "H", "H", "H", "H", "H", "H", "H", "H", "H", "H", "H", "H", "H", "H"], "positions_angstrom": [[4.96654, -3.88596, 1.69204], [3.24345, 1.25254, -0.10854], [-0.62781, -0.23531, 0.00700], [-6.55239, 2.69602, -1.19076], [-2.26817, 1.25318, -0.21873], [-5.72764, 0.79654, -0.99555], [-7.39422, 2.11399, -0.29585], [-4.71659, -0.27151, -1.15325], [1.20808, 1.23730, -1.44429], [5.84637, 0.91721, 0.14250], [-5.52433, 2.16667, -1.29085], [5.19118, -1.51914, 0.77102], [-6.77151, 1.00837, -0.36929], [-3.23004, 0.62934, 0.62502], [-4.14034, -0.70328, -0.13366], [-0.20890, 1.68490, -1.64930], [3.67079, 0.19083, 0.49113], [2.72380, -0.87743, 0.71108], [1.91343, 1.61182, -0.18624], [3.13609, -2.09887, 0.85619], [-1.12144, 0.69298, -0.42309], [4.79087, -0.16600, 0.38768], [4.41312, -2.42890, 1.06761], [-4.79209, 2.57301, -2.07062], [-2.64842, 0.28848, 1.35753], [-4.03519, 1.29375, 0.93351], [-4.14303, -0.00188, -2.14488], [5.80553, 1.34763, -0.95551], [-4.68385, -1.05266, 0.77391], [-8.09614, 2.54169, 0.32081], [6.52556, -1.70596, 1.10417], [1.85128, 2.71961, -0.25774], [7.02885, 0.54654, 0.17913], [1.83779, 1.47927, -2.30941], [-0.33578, 2.67205, -1.30496], [-2.64582, 2.16293, -0.88153], [-3.23130, -1.41581, -0.44776], [-7.25371, -0.21281, 0.15370], [-0.73897, 1.17814, -2.39080], [-5.31589, -1.09596, -1.83818], [1.32585, -0.08499, -1.38846], [1.27903, 1.39409, 1.00646], [1.58445, -0.83032, 0.67730], [2.45455, -3.10160, 1.45235], [5.83863, 1.61406, 0.70375]], "lowdin_charge": [0.73, 0.00, 0.12, 0.06, 0.03, -0.03, -0.08, -0.32, -0.24, 0.01, -0.26, -0.09, -0.29, -0.09, -0.18, -0.06, -0.37, -0.01, -0.25, -0.15, -0.54, -0.22, -0.85, 0.15, 0.06, 0.11, 0.17, 0.13, 0.13, 0.09, 0.21, 0.12, 0.14, 0.12, 0.08, 0.24, 0.18, 0.21, 0.07, 0.18, 0.19, 0.22, 0.12, 0.20, -0.06], "total_charge": 0, "lumo_energy_ha": 0.0133, "spin_multiplicity": 1}

2:
{"formula": "C17H22ClN3O2", "method": "ωB97M-V/def2-TZVPD", "elements": ["Cl", "O", "O", "N", "N", "N", "C", "C", "C", "C", "C", "C", "C", "C", "C", "C", "C", "C", "C", "C", "C", "C", "C", "H", "H", "H", "H", "H", "H", "H", "H", "H", "H", "H", "H", "H", "H", "H", "H", "H", "H", "H", "H", "H", "H"], "positions_angstrom": [[-4.25215, -2.43101, 0.43410], [0.67074, -0.09703, 0.99877], [-3.67974, 2.73924, 0.26062], [2.86393, 0.77890, -0.65171], [-3.74155, 0.46419, 0.44219], [1.50885, 0.99195, -0.81192], [4.92566, -2.00464, 0.31658], [2.62890, -1.68637, -0.27133], [-6.72670, -1.57734, -0.21552], [-3.13162, 1.68455, 0.48378], [-0.86850, 1.08821, -0.41551], [-6.02703, 1.10826, -0.15883], [-5.05804, 0.14915, 0.12621], [-5.43424, -1.19823, 0.09001], [4.81483, -0.55876, -0.18501], [3.74860, -2.72217, -0.33886], [5.63741, 1.82645, 0.13011], [5.45351, 0.45633, 0.76745], [-7.32040, 0.72869, -0.46598], [-7.67592, -0.60860, -0.49516], [0.51023, 0.59457, 0.01365], [-1.65371, 1.56821, 0.81081], [3.33174, -0.36793, -0.38528], [-3.17240, -0.34673, 0.66016], [3.98383, -2.95215, -1.38015], [-5.74751, 2.14823, -0.13517], [6.42567, 0.06639, 1.07975], [-1.49332, 0.85879, 1.62555], [3.48947, -3.65067, 0.16737], [-1.37912, 0.23504, -0.87237], [5.29885, -0.47062, -1.16458], [5.88550, -2.45560, 0.06908], [1.33792, 1.76133, -1.44571], [-8.05570, 1.48786, -0.68367], [6.30503, 1.76224, -0.72651], [-0.79999, 1.88056, -1.16048], [2.10487, -1.72716, 0.68787], [4.82744, 0.54825, 1.65698], [4.80737, -2.01892, 1.40170], [-1.28894, 2.54772, 1.12121], [6.06467, 2.52275, 0.84783], [-6.98603, -2.62454, -0.23461], [-8.68563, -0.90350, -0.73422], [1.87561, -1.80239, -1.05379], [4.67763, 2.20656, -0.20539]], "lowdin_charge": [0.70, 0.06, 0.08, 0.11, 0.11, 0.06, -0.16, -0.12, -0.11, -0.46, -0.09, 0.00, -0.24, -0.58, -0.27, -0.18, -0.11, -0.22, -0.08, -0.09, -0.48, -0.09, -0.23, 0.08, 0.11, 0.10, 0.11, 0.12, 0.11, 0.13, 0.16, 0.12, 0.14, 0.11, 0.07, 0.12, 0.12, 0.12, 0.12, 0.13, 0.07, 0.10, 0.10, 0.12, 0.05], "total_charge": 0, "lumo_energy_ha": 0.0228, "smiles": "CC[C@H]1CCC/C1=N\\NC(=O)CCC(=O)Nc1ccccc1Cl", "spin_multiplicity": 1}

Verdict on stability: 1 comes out at the bottom.

1:
{"formula": "C5H8N3O", "method": "ωB97M-V/def2-TZVPD", "elements": ["O", "N", "N", "N", "C", "C", "C", "C", "C", "H", "H", "H", "H", "H", "H", "H", "H"], "positions_angstrom": [[-0.15256, -0.61990, 1.00265], [2.70548, 0.94682, -0.40679], [1.19881, -0.36192, 0.71162], [-1.23455, 2.10947, 0.52702], [1.45019, 0.48828, -0.31942], [-1.68468, -1.14937, -0.81529], [-0.94555, -1.65622, 0.46180], [-1.14077, 1.08093, 0.01189], [-1.56457, 0.17415, -0.99891], [3.06822, 1.45567, -1.32062], [-0.96582, 2.94535, 1.05884], [1.92086, -0.55250, 1.40797], [-0.39508, -2.57121, 0.35670], [3.33616, 0.73116, 0.39119], [-1.71853, -1.91451, 1.29303], [-1.72281, 0.73846, -1.92769], [-2.15481, -1.84465, -1.43399]], "lowdin_charge": [-0.18, 0.05, 0.00, 0.35, -0.17, 0.06, -0.13, -0.10, -0.05, 0.17, 0.17, 0.16, 0.13, 0.11, 0.17, 0.15, 0.11], "total_charge": 1, "lumo_energy_ha": [-0.1582, -0.1582], "spin_multiplicity": 1}

2:
{"formula": "C5H8N3O", "method": "ωB97M-V/def2-TZVPD", "elements": ["O", "N", "N", "N", "C", "C", "C", "C", "C", "H", "H", "H", "H", "H", "H", "H", "H"], "positions_angstrom": [[3.71272, 0.31327, -0.78747], [-1.40089, -0.37338, -0.18268], [1.80892, 0.36159, 0.56701], [0.62493, 0.11609, -0.08990], [2.89911, -0.32501, -0.24979], [-2.52398, -1.25235, 0.15563], [-0.22103, -0.88281, 0.13644], [-0.05377, 1.31406, -0.46977], [-1.33293, 0.96522, -0.54064], [-2.17773, -2.37912, 0.13374], [1.90430, 0.21372, 1.56887], [2.58976, -1.36660, -0.29369], [-3.29664, -1.05876, -0.54149], [-2.22010, 1.53428, -0.47203], [0.51301, 2.30953, -0.69178], [-2.83822, -0.92763, 1.25126], [2.01254, 1.43790, 0.50630]], "lowdin_charge": [0.21, -0.16, 0.13, -0.15, -0.15, -0.03, -0.04, -0.02, -0.02, 0.13, 0.20, 0.16, 0.07, 0.13, 0.17, 0.14, 0.23], "total_charge": 1, "lumo_energy_ha": -0.1564, "spin_multiplicity": 1}

Verdict on stability: 1 comes out at the bottom.

1:
{"formula": "C2H3ClSi", "method": "ωB97M-V/def2-TZVPD", "elements": ["Cl", "Si", "C", "C", "H", "H", "H"], "positions_angstrom": [[2.67072, 0.21843, 0.06994], [-0.84527, 0.69531, 0.12946], [0.85553, -0.08513, 0.07056], [-0.06468, -1.03732, 0.08389], [-0.82631, 1.38756, -1.19451], [-1.92969, 0.94081, 1.10965], [0.13969, -2.11965, -0.26899]], "lowdin_charge": [0.46, 0.67, -0.83, -0.26, -0.06, -0.07, 0.08], "total_charge": 0, "lumo_energy_ha": 0.0109, "smiles": "ClC1=C[SiH2]1", "spin_multiplicity": 1}

2:
{"formula": "C2H3ClSi", "method": "ωB97M-V/def2-TZVPD", "elements": ["Cl", "Si", "C", "C", "H", "H", "H"], "positions_angstrom": [[1.95793, 1.70924, 0.40298], [0.10794, 1.08973, -0.16630], [-0.30437, -1.93736, 0.05865], [-0.10412, -0.74691, 0.11969], [-0.16846, 1.11475, -1.55062], [-0.23563, -2.90814, 0.43862], [-1.25330, 1.67869, 0.69699]], "lowdin_charge": [0.25, 0.13, 0.02, -0.32, -0.08, 0.01, 0.00], "total_charge": 0, "lumo_energy_ha": 0.0220, "smiles": "C#C[SiH2]Cl", "spin_multiplicity": 1}

Verdict on stability: 1 comes out at the bottom.